[1]
Density functional theory data (ωB97M-V/def2-TZVPD) for a 3-piece molecular cluster, C3H10O4 overall in a non-equilibrium geometry.

```
17
Properties=species:S:1:pos:R:3:nbo_charge:R:1
O 2.703 0.575 -1.363 -0.520
C 1.579 0.120 -1.378 0.420
C 0.514 1.119 -0.920 -0.536
C 0.408 1.155 0.607 -0.066
O -0.807 0.518 1.029 -0.716
H 1.456 -0.944 -1.595 0.141
H 0.799 2.110 -1.348 0.240
H -0.426 0.901 -1.424 0.207
H 1.210 0.610 1.095 0.197
H 0.465 2.170 1.031 0.172
H -1.473 0.798 0.401 0.461
O 0.645 0.372 4.458 -0.942
H 0.646 0.935 5.240 0.468
H 0.036 0.782 3.831 0.475
O -3.703 -3.348 -3.001 -0.935
H -4.299 -3.957 -3.435 0.469
H -4.235 -2.572 -2.813 0.467
```

- Molar mass: 110.11 g/mol
- LUMO level: 0.0209 Ha
- Kohn-Sham gap: 0.3825 hartree
- Maximum force: 2.53 eV/Å
- HOMO energy: -0.362 hartree

[2]
Density functional theory data (ωB97M-V/def2-TZVPD) for a 3-piece molecular cluster, C3H10O4 overall in a non-equilibrium geometry.

```
17
Properties=species:S:1:pos:R:3:nbo_charge:R:1
O -2.677 -1.782 -0.187 -0.514
C -2.039 -1.176 -0.997 0.453
C -0.899 -0.242 -0.615 -0.543
C -1.168 0.547 0.643 -0.067
O -0.190 1.580 0.828 -0.710
H -2.165 -1.288 -2.086 0.110
H -0.039 -0.923 -0.643 0.217
H -0.741 0.442 -1.450 0.227
H -2.106 1.088 0.486 0.189
H -1.253 -0.061 1.543 0.184
H 0.650 1.107 0.887 0.451
O 1.814 -3.199 0.019 -0.926
H 1.039 -3.764 0.210 0.470
H 1.482 -2.329 0.284 0.458
O 3.122 3.264 0.237 -0.936
H 2.397 2.637 0.283 0.465
H 2.773 4.100 0.556 0.472
```

- Molar mass: 110.11 g/mol
- LUMO level: 0.0073 Ha
- Kohn-Sham gap: 0.3833 hartree
- Maximum force: 1.14 eV/Å
- HOMO energy: -0.376 hartree

[3]
Density functional theory data (ωB97M-V/def2-TZVPD) for a 3-piece molecular cluster, C3H10O4 overall in a non-equilibrium geometry.

```
17
Properties=species:S:1:pos:R:3:nbo_charge:R:1
O 2.824 1.403 2.338 -0.503
C 1.945 0.624 2.143 0.455
C 1.030 0.424 0.988 -0.545
C 0.894 -1.083 0.637 -0.053
O 0.476 -1.216 -0.706 -0.745
H 1.649 -0.116 2.929 0.078
H 1.215 0.908 0.033 0.243
H 0.060 0.742 1.391 0.243
H 0.162 -1.597 1.256 0.180
H 1.889 -1.505 0.780 0.166
H 0.954 -1.879 -1.183 0.486
O -1.785 1.616 -3.198 -0.951
H -1.886 2.430 -3.688 0.476
H -2.512 1.447 -2.607 0.475
O -2.330 -0.601 -0.007 -0.952
H -3.028 -0.706 -0.645 0.462
H -1.558 -0.890 -0.462 0.484
```

- Molar mass: 110.11 g/mol
- LUMO level: 0.0194 Ha
- Kohn-Sham gap: 0.3808 hartree
- Maximum force: 1.54 eV/Å
- HOMO energy: -0.361 hartree